C6H7BFNO4 | ωB97M-V with the def2-TZVPD basis set

ORCA input file:
```
! wB97M-V def2-TZVPD RIJCOSX def2/J DEFGRID3
* xyz 0 1
O -1.888 4.380 0.903
F -2.388 2.150 1.414
H -2.210 -2.737 -0.498
O -0.119 3.931 -0.260
C 1.011 1.363 0.113
C 0.057 -1.445 -0.661
C -0.264 1.297 0.768
O 0.783 -3.759 -0.564
C 1.835 0.280 -0.201
H 0.577 -4.712 -0.435
N -1.025 3.644 0.488
H -0.487 0.408 1.152
H 1.476 2.420 0.018
C -1.137 2.311 0.947
H 2.820 0.295 -0.494
H 2.088 -1.725 -0.139
H -0.521 -0.720 -0.990
C 1.317 -1.047 -0.315
B -0.326 -2.988 -0.589
O -1.600 -3.347 -0.658
*
```

Energy relative to the best compared isomer or geometry (same formula, charge and spin)   113.9 kJ/mol
Highest occupied orbital energy   -8.77 eV
LUMO level   -1.2 eV
Structure (SMILES)   O=[N+]([O-])\C(F)=C/C=C\C=C\B(O)O
DFT total energy   -713.16681 Eh

=====

C4H7P | ωB97M-V with the def2-TZVPD basis set

ORCA input file:
```
! wB97M-V def2-TZVPD RIJCOSX def2/J DEFGRID3
* xyz 0 1
H 1.353 -0.911 -0.579
H 1.904 1.436 -0.007
C -2.702 -0.082 0.683
H -1.019 2.122 -0.777
H 0.210 -1.213 0.984
H 1.912 -1.060 1.224
P 0.739 1.009 0.602
H -0.414 0.448 -1.635
C 1.130 -0.741 0.474
C -0.660 1.011 -0.623
H -3.666 -0.544 0.828
C -1.789 0.368 0.081
*
```

Energy relative to the best compared isomer or geometry (same formula, charge and spin)   206.0 kJ/mol
Highest occupied orbital energy   -8.84 eV
LUMO level   1.1 eV
Structure (SMILES)   C#CCPC
DFT total energy   -497.84816 Eh